# C3H6INO

One molecule with the formula C3H6INO (wB97M-V/def2-TZVPD, OMol25).

Geometry as XYZ:
```
12
Properties=species:S:1:pos:R:3
C -0.1902 -0.5336 0.0434
C 1.2842 1.2960 -0.2852
C -1.4528 -0.9363 0.7318
N 0.4046 -1.3707 -0.6748
O 0.1330 0.7494 0.3223
I -3.1015 0.1887 -0.0701
H 1.3443 2.3249 0.0632
H 1.1979 1.2838 -1.3762
H 2.1855 0.7530 0.0186
H -1.4117 -0.7033 1.7918
H -1.6533 -1.9877 0.5603
H 1.2603 -1.0639 -1.1249
```

Calculated values
SMILES: [H]/N=C(/CI)OC
2S+1: 1
Kohn-Sham gap (eV): 9.9
Calculated total energy (eV): -14846.0361


# C3H6INS

C3H6INS as an isolated structure (wB97M-V/def2-TZVPD, OMol25).

Geometry as XYZ:
```
12
Properties=species:S:1:pos:R:3
C 0.5301 -0.3889 -0.8574
C -0.1108 0.0076 1.2972
C -0.9317 -0.2291 -0.4142
N 0.9318 -0.6929 0.6015
S -1.9369 0.9791 -1.3044
I 2.9529 -0.1677 1.0221
H 0.8124 -1.2220 -1.4608
H 0.9069 0.4281 -1.3347
H 0.0039 1.0126 1.4203
H -0.4769 -0.5681 2.1059
H -1.3496 -1.2331 -0.4747
H -1.3322 2.0743 -0.6008
```

Calculated values
2S+1: 1
Kohn-Sham gap (eV): 8.7
Calculated total energy (eV): -23631.0011


# C3H6INS

One molecule with the formula C3H6INS (wB97M-V/def2-TZVPD, OMol25).

Geometry as XYZ:
```
12
Properties=species:S:1:pos:R:3
C 1.6152 -0.2660 -0.2159
C 0.4494 0.3539 -0.0347
C -0.9565 -0.1360 -0.0207
N 0.5209 1.7103 0.3302
S 3.3751 3.5264 0.9768
I 1.8158 3.0250 -0.5884
H 2.5630 0.3738 -0.1365
H 1.5503 -1.2873 -0.4994
H -1.5473 -0.1483 -0.8588
H -1.6249 0.3769 0.7879
H -1.0235 -1.0816 0.2811
H -0.2535 2.3098 0.4694
```

Calculated values
2S+1: 1
Kohn-Sham gap (eV): 7.6
Calculated total energy (eV): -23630.7288


# C3H6InO4

C3H6InO4 as an isolated structure (wB97M-V/def2-TZVPD, OMol25).

Geometry as XYZ:
```
14
Properties=species:S:1:pos:R:3
O 1.8333 -0.7330 -0.1673
C 0.4664 -0.7905 -0.5971
C -0.4703 -0.6088 0.5873
O -1.7878 -0.2738 0.1232
C -2.1380 0.9827 0.0424
O -3.3209 1.2792 -0.2525
O -1.3712 1.9603 0.1550
H 2.1094 -1.5639 0.2406
H 0.2797 -1.7493 -1.0938
H 0.3452 -0.0041 -1.3503
H -0.1313 0.1488 1.3045
H -0.5644 -1.5481 1.1429
In 2.9449 0.8073 -0.1559
H 1.8050 2.0932 0.0211
```

Calculated values
2S+1: 2
Expectation value of S²: 0.76
Total charge: +2
Kohn-Sham gap (alpha / beta) (eV): 4.7 / 4.3
Calculated total energy (eV): -16546.5133


# C3H6IrO3

C3H6IrO3 as an isolated structure (wB97M-V/def2-TZVPD, OMol25).

Geometry as XYZ:
```
13
Properties=species:S:1:pos:R:3
O -0.2111 -2.1641 2.6225
C 0.8066 -1.9696 1.7650
C 0.6616 -1.1691 0.6818
O -0.4603 -0.4142 0.5444
C -0.3142 1.4674 -1.1862
Ir -1.6419 -1.1350 1.8887
H 1.7501 -2.5080 1.9363
H 1.4576 -1.0676 -0.0684
H -1.3647 1.4840 -0.8557
H 0.4339 1.7716 -0.4420
H -0.0784 0.5807 -1.7955
O -0.2100 2.6451 -2.1877
H -0.8290 2.4787 -2.9031
```

Calculated values
2S+1: 6
Expectation value of S²: 8.77
Kohn-Sham gap (alpha / beta) (eV): 7.9 / 7.4
Calculated total energy (eV): -12181.6857


# C3H6KO3

C3H6KO3 as an isolated structure (wB97M-V/def2-TZVPD, OMol25).

Geometry as XYZ:
```
13
Properties=species:S:1:pos:R:3
O -0.8296 -0.9728 -0.5103
O 1.1465 -0.4560 0.6104
O -0.6306 1.0506 0.6275
C 0.5729 -1.0912 -0.5070
C -1.1758 0.3913 -0.4901
C 0.7687 0.8998 0.6126
H 0.9961 -0.6793 -1.4433
H 0.8308 -2.1669 -0.4657
H -2.2787 0.4692 -0.4357
H -0.8493 0.8851 -1.4255
H 1.1790 1.3735 1.5251
H 1.2028 1.4218 -0.2618
K -0.9329 -1.1250 2.1639
```

Calculated values
2S+1: 1
Total charge: +1
Kohn-Sham gap (eV): 11.5
Calculated total energy (eV): -25669.9517